# 1
Formula: C33H92BF3N8O11PtS
Source: the Open Molecules 2025 dataset
Level of theory: wB97M-V/def2-TZVPD

CARTESIAN COORDINATES (ANGSTROEM)
1 C -2.6190 3.3521 -3.0035
2 C -5.5220 -0.1148 -1.0247
3 H 1.3936 3.5456 -2.4785
4 H -6.1324 5.4081 2.2680
5 N 5.6397 -1.9478 2.5415
6 H 2.9897 1.7317 -3.4249
7 H -3.3252 -2.5189 2.2916
8 H 3.4530 -2.1045 -0.0778
9 H -4.6308 -1.9630 0.0292
10 C -1.3587 -0.2401 -3.8216
11 H -1.3306 3.5188 -4.7152
12 C 2.1438 3.9573 -3.1536
13 H 3.8644 -4.2112 2.9171
14 C 0.2402 3.0235 4.0994
15 H 1.8450 4.9926 -3.3175
16 C -2.3650 3.2170 -4.5509
17 H 1.9431 3.4693 -4.1073
18 N 0.7471 3.8178 5.2178
19 B -0.6385 -3.6179 -3.0833
20 H -0.7568 -4.3001 0.4767
21 H -2.0949 2.5520 -2.4807
22 C 3.6637 -3.2336 2.4787
23 O -5.0256 3.5553 2.6382
24 H 4.2042 3.6878 -3.8085
25 C -4.4133 -0.9876 -1.6506
26 H 0.5965 4.7750 4.9327
27 O -2.3760 -0.9271 -2.9891
28 H -6.4650 4.0072 1.0669
29 H 1.7266 3.5944 5.1145
30 H 1.6491 -3.4160 0.2293
31 H -3.0019 0.6494 -1.7927
32 H 4.7814 7.6162 -2.7114
33 H 0.4180 -3.6845 5.2382
34 H -4.7769 -1.7431 -2.3471
35 C 4.7289 -6.5606 -1.9711
36 C 2.9001 -5.3271 -0.9755
37 H 4.4446 0.0858 -1.3787
38 H 3.6142 -4.5269 -0.7806
39 H -6.2099 -0.6032 -0.3345
40 C 4.7125 -0.8883 -1.7878
41 H 0.9843 -3.9581 -1.0547
42 O 3.7485 -6.5211 -0.9159
43 C 4.3028 -1.6953 0.4684
44 H 0.2241 -3.6700 -3.7294
45 H 3.2125 -2.4673 3.1090
46 C -3.2157 1.2246 3.8567
47 O -1.1197 -1.4935 -0.4171
48 H 0.9731 -4.2332 3.6083
49 H 5.7856 6.1080 -3.0093
50 H -5.0329 0.6997 -0.4903
51 H -1.5083 7.4910 -2.7300
52 H -3.4615 1.8802 4.6921
53 O 5.1925 -1.5477 -0.6177
54 H -4.0788 3.3226 -1.8483
55 H -3.9806 -4.2108 2.1016
56 H -4.9579 4.9587 1.2899
57 O -0.8299 0.0808 1.4446
58 H -0.9457 4.6944 -2.4364
59 N -3.8587 -1.7626 -0.5904
60 H 3.4528 0.3049 4.3125
61 H 3.4935 4.0981 -0.8695
62 H 0.7131 1.1860 3.1847
63 H 0.4267 -6.7645 -1.4064
64 H 4.2965 6.5755 -3.9299
65 H -3.3119 -0.6157 2.4998
66 C -1.2240 -5.1449 2.8312
67 H 5.3761 -1.1772 3.1388
68 H -0.1135 4.8101 2.9834
69 C 4.7927 6.5549 -2.9596
70 H -3.3682 2.9286 1.5637
71 H -0.7743 -4.5666 -2.5875
72 C 1.6783 -5.4560 -0.0151
73 N 1.0245 -4.1534 -0.0646
74 O 4.1030 5.8615 -1.8765
75 N -1.7626 -4.2179 0.5178
76 C -4.1673 1.2044 2.6416
77 H 4.3028 -6.7253 -2.9608
78 C 0.1416 -3.8440 4.1959
79 C -3.4135 -0.1063 -2.4618
80 H -2.7164 2.2609 -4.9389
81 H 2.7506 -3.3707 1.8995
82 H -0.4822 -2.9176 -2.2775
83 H 5.4883 -7.3140 -1.7618
84 H -0.0974 -6.5585 0.3794
85 H 4.2253 1.2130 3.1170
86 H -2.5814 0.5497 1.8177
87 H 5.1599 4.1648 -1.5503
88 N -4.0032 3.1808 -2.8455
89 C 4.7430 -2.5683 1.5730
90 H 6.3036 -1.4690 1.9499
91 H -2.0586 -5.1745 0.3859
92 O 2.4547 2.0042 3.6582
93 F 0.0684 1.2045 -1.2064
94 N -3.5113 0.1616 1.8864
95 H -2.9650 0.3549 4.4640
96 H -2.3084 4.5104 -1.2348
97 O -2.8319 5.6198 -2.8163
98 C -1.7851 -3.9764 1.9791
99 H -0.3499 -5.6223 2.3884
100 H 0.3114 3.3436 1.9725
101 C -2.0164 4.5580 -2.2839
102 H -3.8962 0.3156 -3.3433
103 H 3.9827 -0.7462 0.8983
104 H -2.0853 -5.8015 2.9547
105 C -2.3397 6.9139 -2.3254
106 C 3.5575 3.5797 -2.9377
107 H -4.8847 2.3150 0.9720
108 H 5.3538 -5.6702 -2.0400
109 C 1.0428 1.7250 4.0729
110 H -6.0698 0.3988 -1.8148
111 H -0.8114 2.7527 4.1938
112 O 0.8511 -1.6611 1.1093
113 H 1.1955 -7.5777 -0.1838
114 F 1.9988 0.9180 -0.1773
115 H -0.6618 -0.9475 -4.2711
116 H -3.2340 7.5336 -2.3907
117 C -4.3340 2.5392 1.8856
118 C 4.1061 4.3809 -1.7257
119 H -2.1525 6.6748 -1.2786
120 H 0.9320 1.0359 4.9101
121 S -0.1707 -0.8105 0.4624
122 C -5.8036 4.4858 1.7891
123 H 1.4905 4.2655 2.9144
124 C 3.2296 0.8886 3.4194
125 C 0.7001 -6.6231 -0.3608
126 H -0.1827 -2.8562 3.8688
127 H -0.8802 0.5115 -3.1937
128 C 0.4669 3.8911 2.9021
129 F 1.3823 -0.4614 -1.7459
130 C 0.9496 0.2966 -0.7247
131 H -1.1160 -3.1411 2.1855
132 H -1.5609 -3.3973 -3.5979
133 H -2.2098 1.5294 3.5681
134 H -3.2320 -1.1835 -0.0500
135 C -3.1650 -3.5836 2.4616
136 H 3.0364 2.1042 -1.8604
137 H -4.4104 4.0156 -3.2421
138 H -3.0668 -3.6140 3.5467
139 H 2.7992 0.3510 2.5745
140 H 5.2995 -3.4557 1.2713
141 H 2.5386 -5.0866 -1.9753
142 H 2.0075 -5.5779 1.0169
143 H -2.9860 3.9665 -5.0415
144 H 5.5033 -0.7924 -2.5318
145 N 3.5706 2.1563 -2.7160
146 H 3.7802 -1.2939 -2.1808
147 H -1.7269 0.2354 -4.7306
148 H -5.1848 0.9970 2.9730
149 Pt -2.2079 -3.1735 -1.4479
150 O -0.9559 -4.7702 4.1397

Lowest unoccupied orbital energy (spin up / spin down), eV: -0.040 / -1.790
Calculated total energy, eV: -93053.105
2S+1: 3
<S²>: 2.004
Gap between HOMO and LUMO (spin up / spin down), Ha: 0.3269 / 0.2685
E_HOMO (spin up / spin down), Ha: -0.328 / -0.334

# 2
Formula: C33H92CaN3O28PS7
Source: the Open Molecules 2025 dataset
Level of theory: wB97M-V/def2-TZVPD

CARTESIAN COORDINATES (ANGSTROEM)
1 H 20.2448 27.6037 -8.0764
2 Ca 20.2619 29.2651 -0.0055
3 H 24.3105 25.2543 1.8524
4 H 22.1022 32.1606 -4.8341
5 H 15.4800 28.9114 -0.5995
6 S 19.3308 31.9067 2.1889
7 C 23.3788 34.4905 -0.2767
8 H 22.0036 33.9419 -5.0800
9 H 20.0511 35.0728 -3.4925
10 C 23.6045 25.3526 1.0208
11 H 22.2420 30.0772 -3.1406
12 C 20.8415 27.1879 -7.2633
13 N 16.1546 30.2741 -5.1396
14 C 15.2968 29.9827 -0.6026
15 H 16.2906 25.8052 -5.6654
16 H 18.2720 28.4437 -4.1647
17 H 20.3903 34.7711 4.0007
18 H 19.0128 25.6610 3.5570
19 H 16.6912 31.0676 -5.4923
20 O 19.1463 24.9988 0.6544
21 S 13.9609 30.1482 0.5749
22 H 18.2760 27.5664 2.0113
23 H 14.3164 30.9872 -6.9458
24 C 22.9514 35.1436 -1.6045
25 H 16.5812 22.6670 -0.8995
26 H 16.6089 27.7355 1.4696
27 O 21.5009 24.4812 0.1688
28 C 21.4415 33.0239 -4.9465
29 O 18.3405 27.3101 4.5652
30 H 24.1810 30.4198 0.7454
31 C 17.2601 27.2217 2.1725
32 O 16.7533 24.4044 -2.7731
33 C 20.5011 33.0083 -3.7574
34 H 20.8492 32.8242 -5.8468
35 S 23.1413 28.1172 -2.1207
36 H 18.6820 28.4764 -5.7929
37 S 20.2817 25.4994 -0.0782
38 H 14.0899 33.9133 2.3529
39 H 19.7913 28.0539 -4.6516
40 H 21.7480 25.3870 2.0340
41 H 25.6521 26.7805 -1.6193
42 P 18.3497 29.2592 -1.7758
43 H 23.5713 26.4127 0.7765
44 O 13.9002 28.5922 -5.8917
45 H 24.4093 34.1557 -0.3925
46 C 15.0956 33.5044 2.2059
47 H 20.1035 24.1332 -1.9892
48 H 13.4811 26.7705 -5.0451
49 H 19.1843 31.5199 -2.8373
50 O 20.6032 32.8300 2.4159
51 O 22.5828 28.6707 -0.9194
52 C 19.7574 25.6867 5.6059
53 O 20.7343 26.8524 0.1464
54 O 19.7877 30.6258 1.7215
55 C 16.7532 26.7704 -5.4553
56 H 13.0132 26.9707 -6.7192
57 O 17.3405 29.1532 -2.9333
58 H 23.3623 36.1561 -1.4908
59 C 21.2371 32.8364 3.7229
60 H 14.6853 31.1673 -3.9067
61 O 14.8586 23.7181 -1.2513
62 H 17.6690 32.1056 0.6213
63 H 18.4338 26.6575 -7.3951
64 C 15.7570 23.0924 -0.3225
65 C 14.6959 30.6112 -4.8427
66 O 12.6616 30.0277 -0.0246
67 H 16.2697 29.5695 -5.8722
68 H 16.2340 23.7833 0.3791
69 S 22.8158 31.9649 -0.5089
70 N 18.8143 27.9493 -4.9291
71 H 21.2352 31.8612 4.2184
72 H 20.3523 30.9228 -3.9937
73 H 18.6203 25.0004 -6.6946
74 H 14.0474 22.3833 0.7635
75 O 14.4190 25.3017 -3.0874
76 C 15.0218 21.9915 0.4841
77 O 14.2055 31.7040 0.9761
78 H 15.6832 21.8520 1.3357
79 H 21.4120 34.1810 5.2950
80 N 19.7368 31.6929 -3.7164
81 O 14.2276 29.3302 1.7282
82 H 15.2733 26.0834 -0.1475
83 H 16.3327 27.1321 -4.5126
84 H 18.9404 34.2227 -4.6468
85 H 20.3061 24.7584 5.4609
86 H 17.7956 25.3091 4.7806
87 H 19.1729 32.8215 -0.0340
88 H 22.4289 23.7735 1.8862
89 H 20.7823 25.7464 -2.4457
90 C 25.6014 27.8429 -1.3859
91 O 18.5208 31.9467 3.3754
92 H 12.0244 27.7585 -5.3926
93 H 14.9704 32.3246 -6.1170
94 H 21.7544 26.8265 -7.7382
95 C 15.9044 26.1459 -1.0291
96 H 21.1457 27.9546 -6.5409
97 H 14.2617 28.8003 -3.8469
98 H 12.8634 29.7242 -4.4546
99 O 22.4429 33.4593 0.1027
100 O 21.6642 31.1448 -0.1756
101 C 18.5110 32.7713 0.8220
102 H 16.9404 26.1314 -0.7042
103 C 24.2306 31.4902 0.5574
104 H 16.9093 34.1145 -3.7645
105 O 20.2784 26.1020 -6.5254
106 H 19.0803 25.5796 -2.0431
107 H 15.8354 27.0178 -1.6803
108 H 24.1005 31.9656 1.5310
109 O 18.6335 33.9548 -2.5778
110 O 15.9358 26.8165 4.4866
111 H 21.9041 35.3356 -1.8342
112 C 18.6751 25.9194 4.5680
113 H 24.1413 24.7874 0.2546
114 H 17.3153 32.4710 -3.1450
115 H 13.2496 31.8944 -5.7822
116 H 16.6964 33.6069 -2.0278
117 C 22.2744 24.7103 1.3559
118 H 15.4987 33.8384 3.1657
119 H 23.5336 29.2922 -4.1478
120 H 27.7368 27.8096 -1.0638
121 H 27.0335 29.4471 -1.1902
122 H 22.2923 33.0224 3.5195
123 O 18.1517 28.6763 -0.3403
124 H 23.2970 35.2809 0.4643
125 C 13.8568 29.3452 -4.7082
126 C 18.2340 26.5600 -5.2600
127 H 14.9239 30.2617 -1.5875
128 C 19.4845 34.1680 -3.7019
129 S 15.5021 24.8407 -2.2268
130 H 16.6733 29.9193 -4.2847
131 H 21.8569 28.6580 -4.0973
132 C 17.3117 33.5502 -2.9237
133 H 23.4366 34.7820 -2.5120
134 O 19.0142 30.6292 -1.4182
135 O 19.6804 28.4988 -2.1388
136 H 15.5625 33.9697 1.3416
137 C 26.9934 28.4230 -1.5643
138 O 23.1158 26.6978 -2.4204
139 C 13.0086 27.4632 -5.7491
140 C 20.6186 33.8892 4.6007
141 H 14.3912 31.7552 3.0946
142 C 22.6484 29.1490 -3.5359
143 H 25.4891 27.9467 -0.2997
144 H 20.3760 26.5846 5.6007
145 H 16.1440 30.5996 -0.3283
146 H 21.0969 32.9947 -2.8461
147 H 25.1859 31.8452 0.1810
148 H 14.9380 21.1074 -0.1398
149 H 15.8706 31.4365 2.2023
150 C 20.0814 25.2067 -1.8170
151 O 24.6973 28.5848 -2.2001
152 S 16.9001 27.6922 3.8840
153 C 14.2445 31.5152 -5.9936
154 H 17.1069 26.1525 2.0520
155 H 19.7216 33.5979 5.1370
156 H 27.1618 28.4839 -2.6436
157 H 19.3160 25.5946 6.5994
158 O 16.8263 29.1297 3.9797
159 H 18.0250 33.6822 1.1640
160 C 18.8495 26.0591 -6.5832
161 H 16.3984 27.4501 -6.2308
162 H 18.4703 25.9199 -4.4155
163 H 19.1484 31.5792 -4.5489
164 C 14.9300 31.9929 2.1771
165 O 23.2434 32.1001 -1.8731

Lowest unoccupied orbital energy, eV: -5.702
Calculated total energy, eV: -201076.610
Gap between HOMO and LUMO, Ha: 0.2517
E_HOMO, Ha: -0.461
Net charge: +2